No. 1
The following is a quantum chemistry calculation of a gas-phase ion, C6H14NO (charge -1), from OMol25.

Structure (XYZ):
```
22
Properties=species:S:1:pos:R:3:forces:R:3:mulliken_charge:R:1
H -1.237163 -2.380370 1.023298 0.0 0.0 0.7 0.397
C -0.377161 -0.512880 0.395830 1.0 -0.5 -0.2 0.400
H 0.191423 -2.510462 0.006508 -0.1 0.0 0.1 0.351
H -0.013664 0.432747 -1.975944 -0.1 0.2 -0.4 0.328
H -1.034705 -0.534736 -0.476196 -0.5 -0.1 0.2 0.232
H -2.800744 0.659072 0.608819 -0.3 0.5 -0.1 0.229
H 0.290468 1.865881 -0.979483 -0.2 -0.1 -0.1 0.255
C -0.248449 -1.970419 0.871534 0.6 -0.2 -1.6 -1.595
C 0.721366 0.938398 -1.357588 0.7 -0.2 0.1 -0.402
H 1.933641 0.815898 -3.145743 0.4 0.2 0.0 0.272
H 0.489580 -2.130116 1.659143 -0.4 0.2 0.5 0.318
C -2.386690 0.257539 1.556205 0.2 -0.6 0.2 -0.531
H 1.363325 0.651119 0.607575 0.6 -0.3 0.2 0.161
C 2.022421 1.229384 -2.139458 -0.1 -0.1 0.5 -1.101
H 1.657504 -0.803467 -0.416263 0.0 0.0 -0.1 0.439
H 2.876890 0.785246 -1.615015 -0.1 -0.3 -0.3 0.338
H -0.401567 0.498605 2.194954 0.1 -0.5 -0.1 0.300
C 0.964176 0.004366 -0.176470 -0.7 0.7 0.7 -0.831
H 2.292579 2.285188 -2.157422 -0.3 0.2 -0.4 0.306
H -2.602563 0.946842 2.406731 0.0 0.5 -0.2 0.321
N -0.901314 0.447339 1.313042 -0.6 0.7 0.2 -0.320
O -2.799354 -0.975179 1.795949 -0.1 -0.3 0.1 -0.867
```
Forces are in eV/Å.

As for the energy above the lowest of the compared OMol25 structures with the same formula, charge and spin: 0.647 eV. Its spin multiplicity is 1. As for the structure (SMILES): CCC[C@@H](C)NC[O-]. The HOMO energy is -2.4 eV. Its total charge is -1. As for the maximum force: 0.033 hartree/bohr.

---

No. 2
The following is a quantum chemistry calculation of 2 unconnected molecules or ions with the total composition C24H33N5O2S, from OMol25.

Structure (XYZ):
```
65
Properties=species:S:1:pos:R:3:forces:R:3:mulliken_charge:R:1
H -6.156951 0.833766 0.328233 0.1 0.1 0.0 0.293
N 4.123010 0.858760 0.231554 0.3 0.1 0.1 0.041
C -5.199279 0.357427 2.193603 0.3 -0.1 0.3 -0.865
C -2.304499 2.276874 -0.280824 -0.1 -0.8 0.4 0.818
H -5.734828 3.825469 0.560288 0.1 0.0 -0.1 0.399
H 1.290598 -3.657303 -4.073707 0.2 -0.1 -0.1 0.276
C -5.648463 1.364891 1.153341 0.0 -0.3 -0.1 -0.643
S 5.331415 3.042349 1.208572 -0.8 -0.3 -0.5 -0.276
C 1.969614 -2.341114 -2.505891 0.1 0.1 0.4 -0.233
C -3.774959 4.339131 -0.172822 0.4 0.1 0.2 -0.900
C 2.307186 -4.881082 0.108568 0.3 -0.2 -0.3 -1.023
C -2.526738 3.670687 -0.759629 -0.2 0.7 -0.5 -0.858
H -0.306470 2.250509 -1.031857 -0.1 -0.1 0.1 0.569
C 1.700908 0.469931 0.142975 -0.9 -0.2 0.6 0.728
H -6.378959 2.059418 1.583154 0.1 -0.1 0.0 0.396
H -3.513499 4.770099 0.800429 -0.2 -0.1 0.0 0.313
C 2.153086 -3.571459 -3.407300 -0.3 -0.1 0.1 -0.710
H -4.081494 5.167852 -0.817296 0.0 0.0 0.1 0.371
C 3.062713 -0.048220 0.087187 1.3 -2.4 -0.5 0.050
H -2.591886 3.672347 -1.858350 0.0 0.0 0.2 0.371
H -1.647394 4.282597 -0.516497 -0.2 -0.1 -0.1 0.326
H 0.824836 -4.281525 1.380468 0.2 -0.1 0.1 0.190
C -3.038928 0.250213 0.874500 0.4 0.6 -0.5 0.893
N 2.703152 2.600297 0.800470 0.2 0.2 0.6 0.122
C -1.818803 -0.336090 0.564709 0.8 0.3 -0.2 -1.669
H -4.432265 -1.342203 1.095754 0.0 0.1 0.1 0.338
H -6.043555 -0.281189 2.469359 0.1 0.1 0.0 0.374
H 5.407524 -0.692741 -0.249198 0.1 0.2 0.0 0.351
H -3.532020 -0.961282 2.551809 -0.1 0.1 -0.2 0.387
H 0.634010 -1.208109 -0.645853 0.1 -0.1 0.1 1.112
N 1.616503 -2.842372 -1.162210 0.6 0.5 0.0 -0.327
H 3.390179 -4.697535 0.031462 -0.2 -0.1 0.0 0.340
H 3.070165 -3.484440 -4.000118 -0.3 -0.1 0.0 0.341
H 0.565889 -4.573885 -1.069771 -0.1 -0.5 0.0 0.321
H 5.965482 0.357413 1.101647 0.0 -0.1 -0.2 0.398
C 4.008270 2.155388 0.697690 -0.2 -0.2 0.1 0.100
C 1.624103 -4.286147 -1.113312 -0.6 -0.2 -0.2 -0.065
H 6.055956 0.970655 -0.557003 -0.1 -0.2 0.1 0.394
C 5.487339 0.327383 0.117844 -0.1 -0.1 0.1 -1.288
H 3.128766 4.624787 0.877539 -0.1 0.0 0.1 0.430
H 1.710391 -5.663913 -2.820414 0.2 0.1 0.0 0.400
N -4.536425 2.148790 0.654799 -0.6 0.4 0.5 0.055
H -5.343787 3.141350 -1.020915 0.0 0.0 0.1 0.293
C 2.517560 3.906761 1.422775 0.1 0.2 0.2 -1.126
H -1.609052 -1.356233 0.891763 -0.2 0.2 0.0 0.570
O 0.804460 1.873172 1.873775 1.2 -0.1 -1.4 -0.572
H 3.282171 -5.022626 -2.287271 -0.2 -0.1 0.0 0.274
O 3.366823 -1.253057 -0.029659 -0.5 2.4 0.3 -0.875
C 2.222844 -4.773190 -2.443185 0.4 0.1 0.1 -0.701
C 0.564333 -0.210771 -0.221744 0.6 1.0 0.4 -0.521
H 2.178281 -2.385847 -0.429893 -0.2 -0.7 -0.6 0.466
C -4.928530 3.367358 -0.022691 0.1 0.0 -0.3 -0.637
H 1.462393 4.168346 1.377050 0.1 -0.1 0.0 0.305
C 1.650800 1.670615 1.008906 -1.3 0.5 0.9 0.139
N 1.842987 -4.285074 1.353349 -0.2 0.0 0.2 -0.451
H -4.881123 0.877225 3.104872 -0.1 0.1 -0.2 0.311
C -0.772502 0.370371 -0.073995 -1.0 0.5 -0.1 0.164
H 2.175785 -4.844674 2.136348 -0.2 0.3 -0.1 0.236
C -4.035388 -0.504375 1.688613 -0.6 -0.6 0.2 -0.853
H 2.128246 -5.971853 0.083271 0.2 0.2 -0.1 0.337
H 2.862067 3.880579 2.462408 -0.2 0.1 -0.1 0.381
H 2.890501 -1.728994 -2.499817 -0.3 -0.2 0.2 0.082
H 1.153742 -1.695082 -2.861473 0.2 -0.1 -0.2 0.242
C -3.320578 1.569814 0.421993 1.0 -0.5 -0.3 0.333
C -1.075707 1.679775 -0.508374 0.2 -0.6 0.4 -1.038
```
Forces are in eV/Å.

As for the energy above the lowest of the compared OMol25 structures with the same formula, charge and spin: 1.332 eV. Its spin multiplicity is 1. As for the structure (SMILES): CN1C(=O)C(=Cc2cc3c4c(c2)CCCN4CCC3)C(=O)N(C)C1=S.NC[C@@H]1CCCN1. The HOMO energy is -7.4 eV. Its total charge is 0. As for the maximum force: 0.054 hartree/bohr.

---

Repeat the first record exactly.
The following is a quantum chemistry calculation of a gas-phase ion, C6H14NO (charge -1), from OMol25.

Structure (XYZ):
```
22
Properties=species:S:1:pos:R:3:forces:R:3:mulliken_charge:R:1
H -1.237163 -2.380370 1.023298 0.0 0.0 0.7 0.397
C -0.377161 -0.512880 0.395830 1.0 -0.5 -0.2 0.400
H 0.191423 -2.510462 0.006508 -0.1 0.0 0.1 0.351
H -0.013664 0.432747 -1.975944 -0.1 0.2 -0.4 0.328
H -1.034705 -0.534736 -0.476196 -0.5 -0.1 0.2 0.232
H -2.800744 0.659072 0.608819 -0.3 0.5 -0.1 0.229
H 0.290468 1.865881 -0.979483 -0.2 -0.1 -0.1 0.255
C -0.248449 -1.970419 0.871534 0.6 -0.2 -1.6 -1.595
C 0.721366 0.938398 -1.357588 0.7 -0.2 0.1 -0.402
H 1.933641 0.815898 -3.145743 0.4 0.2 0.0 0.272
H 0.489580 -2.130116 1.659143 -0.4 0.2 0.5 0.318
C -2.386690 0.257539 1.556205 0.2 -0.6 0.2 -0.531
H 1.363325 0.651119 0.607575 0.6 -0.3 0.2 0.161
C 2.022421 1.229384 -2.139458 -0.1 -0.1 0.5 -1.101
H 1.657504 -0.803467 -0.416263 0.0 0.0 -0.1 0.439
H 2.876890 0.785246 -1.615015 -0.1 -0.3 -0.3 0.338
H -0.401567 0.498605 2.194954 0.1 -0.5 -0.1 0.300
C 0.964176 0.004366 -0.176470 -0.7 0.7 0.7 -0.831
H 2.292579 2.285188 -2.157422 -0.3 0.2 -0.4 0.306
H -2.602563 0.946842 2.406731 0.0 0.5 -0.2 0.321
N -0.901314 0.447339 1.313042 -0.6 0.7 0.2 -0.320
O -2.799354 -0.975179 1.795949 -0.1 -0.3 0.1 -0.867
```
Forces are in eV/Å.

As for the energy above the lowest of the compared OMol25 structures with the same formula, charge and spin: 0.647 eV. Its spin multiplicity is 1. As for the structure (SMILES): CCC[C@@H](C)NC[O-]. The HOMO energy is -2.4 eV. Its total charge is -1. As for the maximum force: 0.033 hartree/bohr.

---

What is the spin multiplicity in the first record? 1

---

HOMO of number 2 (C24H33N5O2S)? -7.4 eV